# 1
Entry from the OMol25 dataset: C6H7N in the gas phase in a non-equilibrium geometry (ωB97M-V with the def2-TZVPD basis set).

Calculated values
- strongest force on any atom (hartree/bohr) = 0.0216
- HOMO (Eh) = -0.38724
- energy relative to the best compared isomer or geometry (same formula, charge and spin) (kcal per mole) = 49.9
- total charge = 0
- SMILES string = C#C[C@@H](C)CC#N
- Kohn-Sham gap (hartree) = 0.4163
- total energy (eV) = -7823.485

The geometry in XYZ format:
```
14
Properties=species:S:1:pos:R:3:forces:R:3:lowdin_charge:R:1
H 1.21268 -1.70977 0.07802 -0.141 0.059 -0.077 0.073
C 0.44854 -1.29257 -0.58529 0.055 -0.035 -0.037 -0.062
N 2.43926 -0.11111 2.22479 -0.897 0.391 -0.523 0.147
H -2.61614 1.56543 -2.24425 0.058 -0.108 0.123 0.029
H 0.80648 1.53997 0.11698 -0.001 -0.122 0.084 0.130
C 1.53607 0.31368 1.64039 0.764 -0.369 0.482 -0.229
C -0.41336 -0.26348 0.15783 -0.027 -0.029 0.017 -0.386
H -0.18008 -2.11101 -0.94697 0.089 0.139 0.021 0.085
C -2.01678 1.02495 -1.54563 0.260 -0.262 0.307 0.130
C 0.41159 0.84174 0.86240 0.022 0.085 0.001 -0.152
C -1.33745 0.41078 -0.76385 -0.308 0.268 -0.333 -0.127
H 0.94487 -0.83768 -1.44822 -0.054 -0.025 0.135 0.091
H -0.99415 -0.78738 0.92662 0.061 0.068 -0.098 0.145
H -0.24152 1.41646 1.52717 0.119 -0.060 -0.101 0.127
```
Positions in Å, forces in eV/Å.

---

# 2
Entry from the OMol25 dataset: a molecular structure, C21H35IMoN6 (ωB97M-V with the def2-TZVPD basis set).

Calculated values
- strongest force on any atom (hartree/bohr) = 0.0078
- HOMO (alpha / beta) (Eh) = -0.75463 / -0.75442
- total charge = +4
- spin multiplicity = 3
- Kohn-Sham gap (alpha / beta) (hartree) = 0.2224 / 0.2255
- total energy (eV) = -41202.103
- ⟨S²⟩ = 2.0273

The geometry in XYZ format:
```
64
Properties=species:S:1:pos:R:3:forces:R:3:lowdin_charge:R:1
H -3.33727 3.70999 2.85765 0.019 0.005 -0.009 0.142
H -0.19934 -1.09992 -2.65286 0.021 0.105 -0.095 0.108
C -1.16145 -2.55818 -1.37090 -0.025 -0.062 0.152 -0.124
H 0.62926 -2.92842 1.43315 0.018 0.015 -0.046 0.108
N -0.94822 2.13705 1.06642 0.119 -0.158 -0.124 -0.180
H 3.13951 1.20735 -1.53187 0.001 -0.016 -0.013 0.158
N -1.80950 -1.73750 -0.29065 -0.080 0.188 0.172 -0.156
N 1.33175 0.61084 1.34908 -0.081 -0.234 -0.093 -0.135
H -1.83419 5.65574 2.38632 0.011 -0.007 -0.012 0.157
H -2.58093 -1.21645 -0.73957 0.038 -0.115 -0.067 0.081
H -1.88353 -2.77103 -2.15680 -0.064 -0.055 -0.003 0.150
C -1.48167 -3.50856 1.51470 0.011 0.015 0.018 -0.126
H -2.42424 -0.78376 -3.11990 -0.051 0.063 -0.016 0.114
H -1.02537 1.99127 -1.40531 -0.091 0.056 -0.076 0.104
H 0.15322 0.16146 3.65682 -0.027 0.024 0.050 0.139
H 1.06053 1.42392 1.89588 0.003 0.014 0.065 0.101
H -5.63846 2.46270 -1.22864 0.024 -0.008 -0.016 0.136
H -3.23399 2.66299 -0.68489 -0.047 -0.030 -0.055 0.107
C 2.49110 1.07272 0.48251 0.037 0.086 0.093 -0.143
C -2.45838 -2.65401 0.71727 0.095 -0.065 -0.141 -0.179
C 1.77088 -0.39635 2.37394 0.049 0.130 -0.097 -0.140
C -2.42828 3.59093 2.28030 0.036 0.188 0.004 -0.036
C 0.56907 -0.73872 3.19903 -0.110 -0.084 -0.007 -0.142
H -2.05857 -3.93732 2.33581 0.005 0.002 0.023 0.148
H 3.37946 0.53130 0.80971 0.001 0.001 0.009 0.145
C -0.15657 3.20234 0.78049 -0.051 -0.033 -0.018 -0.099
C -3.13313 -0.11717 -2.63621 -0.098 -0.140 -0.148 -0.055
H -0.73862 0.66872 -2.27947 0.008 0.017 -0.103 0.100
C -4.48667 -0.21216 -2.95100 0.103 -0.109 -0.057 -0.007
C -2.70594 0.89482 -1.79087 0.202 0.071 -0.102 -0.329
H -0.87601 -3.51176 -0.93230 0.036 -0.006 0.002 0.132
H 0.71640 3.02017 0.16643 -0.007 -0.016 0.017 0.112
H 2.67384 2.12569 0.69169 -0.002 0.001 0.046 0.138
H -6.43523 0.63933 -2.68944 0.007 -0.003 0.008 0.140
C -5.38760 0.70078 -2.42528 -0.102 0.047 0.015 -0.006
H -1.14648 -4.36818 0.93397 -0.026 -0.021 0.035 0.132
H 2.13872 -0.81285 -2.36335 -0.023 0.000 -0.030 0.141
N -0.47092 -1.32124 2.28987 0.185 -0.092 -0.049 -0.179
H -3.13899 -3.31126 0.17544 -0.064 -0.007 -0.031 0.156
C 2.26612 0.83759 -0.99051 -0.077 -0.081 0.063 -0.157
Mo -0.65072 -0.00155 0.46259 0.060 -0.055 0.172 1.641
H 0.01837 -3.23679 3.02827 0.049 -0.020 0.011 0.148
H 2.91340 -1.20359 -0.84180 0.013 -0.034 -0.021 0.151
I -3.23287 0.65576 1.95763 0.176 -0.029 -0.069 1.359
H 1.02692 -1.97925 -0.15741 0.072 -0.001 0.054 0.101
H 2.56094 0.03196 2.99154 0.050 0.042 -0.014 0.163
C -4.93916 1.72397 -1.60023 0.017 0.066 0.049 -0.021
C -1.58855 4.66957 2.00763 -0.061 0.011 0.048 0.062
H 2.19182 -1.26239 1.86374 0.014 -0.030 -0.026 0.131
H 1.41281 1.41376 -1.36775 0.030 0.023 -0.035 0.096
N -1.26353 1.00292 -1.47610 -0.019 -0.105 0.283 0.007
C 2.09952 -0.63352 -1.29110 -0.017 -0.014 -0.061 -0.123
H 0.70458 -2.56810 -2.41729 0.044 -0.030 -0.013 0.162
C 0.04701 -1.85629 -1.91726 0.144 -0.059 0.124 -0.149
C -3.59096 1.82513 -1.27850 -0.055 0.232 0.004 -0.092
H 0.81242 -1.43074 4.00436 -0.002 -0.060 0.018 0.155
N 0.78634 -1.21067 -0.78120 -0.243 0.303 -0.104 -0.119
H -3.07691 -2.04284 1.36789 -0.025 0.010 0.057 0.043
H -1.34959 -1.26196 2.80077 -0.034 0.018 0.001 0.056
H 0.20910 5.29128 0.97861 -0.008 0.011 0.011 0.151
C -0.44800 4.46923 1.23242 -0.013 0.064 -0.002 0.038
C -2.05731 2.36980 1.77471 -0.102 -0.107 0.049 -0.710
H -4.82665 -0.97695 -3.63840 0.016 0.014 0.022 0.138
C -0.24588 -2.79444 2.06776 -0.113 0.063 0.081 -0.143
```
Positions in Å, forces in eV/Å.

---

# 3
Entry from the OMol25 dataset: a molecular structure, C34H21ClIN6O3Sc in a non-equilibrium geometry (ωB97M-V with the def2-TZVPD basis set).

Calculated values
- strongest force on any atom (hartree/bohr) = 0.0221
- HOMO (Eh) = -0.26733
- energy relative to the best compared isomer or geometry (same formula, charge and spin) (kcal per mole) = 0.0
- total charge = 0
- Kohn-Sham gap (hartree) = 0.2587
- total energy (eV) = -92012.541

The geometry in XYZ format:
```
67
Properties=species:S:1:pos:R:3:forces:R:3:lowdin_charge:R:1
C -0.34481 5.33657 3.87974 -0.012 -0.039 -0.036 -0.067
C 4.57610 1.73665 0.73555 0.012 0.016 -0.053 -0.100
C -0.17316 1.80779 -2.14279 0.296 -0.219 0.077 -0.099
C -2.08332 2.18109 -3.53507 0.083 -0.013 0.024 -0.013
H 3.88798 0.70735 -2.41324 -0.017 -0.018 -0.018 0.102
O 3.19317 -1.37280 -3.11694 0.003 0.023 -0.038 0.051
C 3.59538 1.03662 1.42589 -0.108 0.050 0.010 -0.024
H 1.39357 2.48462 3.27410 0.018 -0.021 -0.017 0.103
C -1.55387 3.92233 2.36264 0.029 -0.131 -0.094 -0.024
H 0.81299 2.09687 -1.79289 -0.010 0.017 0.028 0.121
H 1.55226 4.60552 4.55981 0.005 -0.026 -0.012 0.111
C -3.84189 0.40137 -3.51094 -0.217 -0.230 0.044 -0.613
H -2.26839 5.81375 3.05339 0.007 -0.004 -0.011 0.107
C 0.61193 3.23148 3.21954 -0.042 -0.118 -0.048 0.001
C -4.29174 -0.78817 -3.00306 -0.024 0.256 -0.211 -0.169
H -1.39902 -2.84503 5.56305 0.000 0.005 0.001 0.112
H -0.28006 6.25611 4.44661 0.010 -0.008 0.008 0.108
C -0.32267 -4.83091 -2.89506 0.053 -0.016 -0.065 -0.045
C -1.11719 -2.62944 4.54059 -0.023 -0.022 -0.103 -0.039
C 0.68660 4.40942 3.94154 -0.004 0.081 0.048 -0.057
H 5.44003 2.17712 -1.17664 -0.006 -0.007 -0.004 0.098
C -3.55044 -1.45636 -2.02696 0.467 -0.225 0.592 -0.612
I -4.24327 -3.24278 -1.18079 -0.067 0.150 -0.162 0.924
C -1.79341 -3.22075 3.48286 0.030 0.045 0.076 -0.041
C -0.58580 1.78726 1.67179 -0.192 -0.249 -0.188 -0.052
H -1.93677 -3.31658 1.33942 0.022 0.055 -0.035 0.084
H -5.22680 -1.20277 -3.35320 -0.004 0.014 0.007 0.096
C 2.24120 -1.50512 -2.35843 -0.118 0.067 0.048 -0.460
N 1.68244 -0.56683 1.31640 0.428 -0.026 0.276 -0.008
N -0.63754 0.66747 -1.69303 -0.224 -0.270 0.087 0.066
O 1.85457 0.12709 3.53247 -0.034 -0.004 0.051 0.020
H 2.08742 -3.08798 -4.50969 0.007 0.024 0.018 0.120
C 4.67092 1.63406 -0.64164 0.032 0.044 0.025 -0.097
H -0.45579 3.55184 -3.37723 0.044 -0.027 -0.006 0.109
H 0.58625 -5.08853 -4.82718 0.000 0.008 -0.007 0.111
C 0.25666 -1.51200 2.94255 -0.020 -0.107 0.169 -0.178
Sc 0.17783 -1.07811 -0.09855 0.354 0.140 -0.429 1.019
C -0.34203 -4.04175 -1.76041 -0.197 -0.017 0.137 -0.123
H -2.61930 -3.89776 3.64864 0.011 -0.015 -0.016 0.108
C -0.08211 -1.75332 4.26418 0.027 -0.002 -0.001 0.012
N 0.43939 -2.97411 -1.60092 0.230 0.267 -0.092 0.065
C -0.51283 2.99317 2.42576 0.093 0.431 0.283 -0.197
N -0.64854 0.81629 1.06327 -0.061 0.180 0.201 0.214
Cl -4.80757 1.23609 -4.69018 -0.002 0.040 -0.052 0.687
H 0.47641 -1.24505 5.03684 0.012 0.005 -0.016 0.120
C -2.61652 0.95488 -3.08212 0.241 -0.022 0.156 -0.168
C 1.38456 -0.55192 2.61808 0.086 -0.012 -0.141 -0.492
H -2.41697 3.71939 1.74243 -0.002 0.005 0.008 0.121
H -2.63693 2.76116 -4.26065 0.012 0.024 0.016 0.093
C 1.37015 -3.39513 -3.76238 0.006 -0.026 -0.041 0.011
C 2.80323 0.10967 -0.67229 0.201 -0.011 0.084 -0.212
H -1.02304 -4.26200 -0.94809 -0.029 0.038 -0.004 0.089
N 1.90070 -0.79152 -1.27244 0.533 -0.031 0.072 -0.011
N -0.39746 -2.08198 1.92046 0.186 0.095 0.173 0.049
C 2.69184 0.22615 0.73756 0.193 0.053 -0.049 -0.195
C -2.34560 -0.96731 -1.52639 -0.602 -0.221 -0.332 -0.414
C -1.85753 0.24589 -2.11900 -0.202 0.038 -0.134 -0.135
H -0.97947 -5.68560 -2.97469 -0.017 0.010 0.051 0.108
H 3.53307 1.09845 2.49952 -0.005 -0.012 0.020 0.091
C -1.46401 5.09161 3.09382 -0.020 0.048 0.029 -0.072
C 0.54784 -4.49574 -3.92270 -0.008 0.060 0.097 -0.041
C -1.40610 -2.90889 2.19213 -0.150 -0.079 -0.156 -0.101
O -1.67333 -1.55202 -0.58032 -1.115 -0.042 -0.208 -0.249
C 1.28846 -2.66161 -2.58877 0.060 -0.144 -0.012 -0.166
C 3.79479 0.81844 -1.34501 -0.091 0.056 -0.019 -0.025
H 5.27449 2.35646 1.28415 -0.013 -0.003 0.007 0.097
C -0.87697 2.60984 -3.05509 -0.156 0.073 -0.114 -0.032
```
Positions in Å, forces in eV/Å.

---

# 4
Entry from the OMol25 dataset: 2 unconnected molecules or ions with the total composition C5H14N2O2 in a non-equilibrium geometry (ωB97M-V with the def2-TZVPD basis set).

Calculated values
- strongest force on any atom (hartree/bohr) = 0.1294
- HOMO (Eh) = -0.33762
- energy relative to the best compared isomer or geometry (same formula, charge and spin) (kcal per mole) = 75.8
- total charge = 0
- SMILES string = CN(C)CCNC=O.O
- Kohn-Sham gap (hartree) = 0.3599
- total energy (eV) = -12485.043

The geometry in XYZ format:
```
23
Properties=species:S:1:pos:R:3:forces:R:3:lowdin_charge:R:1
H 2.76056 1.33162 0.74844 2.713 0.913 -1.668 0.098
H -2.59996 -1.58380 -0.62002 0.535 -0.388 0.219 0.050
C 2.01068 1.03900 1.37002 -5.261 -1.516 3.779 -0.334
O 1.92199 1.14244 2.59611 1.474 0.364 -1.112 -0.010
H 0.74546 1.61070 -1.07641 0.558 -2.088 -0.395 0.135
H 0.35623 -3.50721 0.51124 0.661 -0.980 -0.730 0.047
H -2.81400 1.96107 -0.84406 -1.478 0.487 0.706 0.050
C -0.30210 -0.34128 -1.15870 -3.753 -1.698 -0.364 -0.227
H -0.24294 -1.39897 -0.69172 0.208 1.668 -0.710 0.115
H 1.78673 -0.05392 -1.02713 -0.321 0.944 -0.851 0.124
N -1.54788 0.27141 -0.53003 -1.464 0.858 -1.536 -0.237
H -1.12375 2.25872 -0.22365 -0.698 0.745 -0.081 0.071
H 0.02547 0.31938 1.23567 1.359 0.482 -0.514 0.150
C -1.79052 1.78871 -0.95107 2.033 -3.270 2.803 -0.035
C 0.85273 0.49263 -0.79760 1.183 1.215 2.386 -0.191
H -3.78254 -0.37335 -0.21662 2.510 0.527 -1.010 0.119
H -3.10458 -0.56985 -1.89578 0.348 0.494 0.160 0.073
C -2.77418 -0.54021 -0.83786 -1.303 -0.035 0.635 -0.140
H -1.51817 2.10980 -1.90036 0.747 -0.062 -2.150 0.049
N 0.92217 0.50781 0.72939 -0.461 -0.245 -1.575 0.008
H -0.55603 -0.53974 -2.26292 1.042 0.580 1.189 0.141
H 1.41965 -2.57536 0.29818 0.464 -1.858 -0.954 0.052
O 1.20903 -3.52704 0.00650 -1.098 2.864 1.772 -0.107
```
Positions in Å, forces in eV/Å.

---

The highest strongest force on any atom belongs to which entry?
C5H14N2O2